[1]
The following is a quantum chemistry calculation of a 2-piece molecular cluster, C3H2NO3 overall, from the Open Molecules 2025 dataset.

Values from the calculation:
HOMO level: -4.57 eV
Charge: -1
Orbital gap: 8.7014 eV
Energy relative to the best compared isomer or geometry (same formula, charge and spin): 27.34 kcal per mole
LUMO: 4.136 eV

CARTESIAN COORDINATES (ANGSTROEM)
C -0.81223 -0.10704 -1.01340
C 1.11196 0.79987 -0.10152
C -0.26423 -1.77270 1.56351
N 0.27238 -0.25772 -0.36571
O -1.29810 0.96626 -1.37023
O 2.29307 0.76028 0.30640
O -0.56408 -1.05181 2.39787
H -1.41713 -1.08063 -1.19409
H 0.67836 1.74349 -0.22282

Cartesian forces (eV/Å) of the 3 atoms listed first:
C -3.01 0.43 -0.84
C 1.06 -1.68 0.56
C -0.39 0.35 1.06

Here are the Mulliken charges for atoms 1 to 8, given in e:
1. C 0.19
2. C -0.03
3. C 0.13
4. N -0.51
5. O -0.68
6. O -0.60
7. O -0.20
8. H 0.32

[2]
The following is a quantum chemistry calculation of an isolated ion of composition C3H2NO3 and charge -1, from the Open Molecules 2025 dataset.

Values from the calculation:
HOMO level: -3.92 eV
Charge: -1
Orbital gap: 8.2003 eV
Energy relative to the best compared isomer or geometry (same formula, charge and spin): 37.53 kcal per mole
Structure (SMILES): O=c1cc([O-])[nH]o1
LUMO: 4.285 eV

CARTESIAN COORDINATES (ANGSTROEM)
O 0.14744 -0.40218 -2.49053
C -0.00564 -0.31203 -1.26086
C 0.69256 -0.76802 -0.14499
C 0.25729 -0.02262 0.96961
O 0.54210 0.10473 2.17411
N -0.99731 0.63738 0.58529
O -1.04048 0.67437 -0.83600
H 1.61432 -1.40771 -0.06188
H -1.21029 1.49608 1.06526

Cartesian forces (eV/Å) of the 3 atoms listed first:
O -0.56 -0.37 1.78
C -0.03 1.69 -2.30
C 1.10 -0.16 1.18

Here are the Mulliken charges for atoms 1 to 8, given in e:
1. O -0.70
2. C 0.47
3. C -0.67
4. C 0.56
5. O -0.74
6. N -0.11
7. O -0.31
8. H 0.28

[3]
The following is a quantum chemistry calculation of an isolated ion of composition C3H2NO3 and charge +1, from the Open Molecules 2025 dataset.

Values from the calculation:
HOMO level (spin up / spin down): -16.83 / -16.91 eV
Charge: +1
Orbital gap (spin up / spin down): 8.4748 / 7.8282 eV
Energy relative to the best compared isomer or geometry (same formula, charge and spin): 147.90 kcal per mole
Structure (SMILES): O=C1C=CO[N+]1=O
LUMO (spin up / spin down): -8.355 / -9.078 eV

CARTESIAN COORDINATES (ANGSTROEM)
O -1.04780 -2.01240 -0.10838
C -0.40551 -1.07949 0.01511
C 0.95980 -0.54836 0.05281
C 1.00128 0.80930 -0.01877
O -0.23959 1.35944 -0.09976
N -1.16992 0.40435 0.05400
O -2.58686 0.89256 0.01643
H 1.72864 -1.29615 0.11934
H 1.75995 1.47076 -0.03077

Cartesian forces (eV/Å) of the 3 atoms listed first:
O -0.63 -1.17 0.09
C 1.40 1.27 -0.16
C -0.26 0.49 -0.03

Here are the Mulliken charges for atoms 1 to 8, given in e:
1. O -0.19
2. C 0.61
3. C -0.35
4. C -0.25
5. O -0.14
6. N 0.45
7. O -0.11
8. H 0.42

[4]
The following is a quantum chemistry calculation of a 2-piece molecular cluster, C3H2NOS2 overall, from the Open Molecules 2025 dataset.

Values from the calculation:
HOMO level (spin up / spin down): -3.68 / -4.02 eV
Charge: -1
Orbital gap (spin up / spin down): 6.0191 / 7.2948 eV
Energy relative to the best compared isomer or geometry (same formula, charge and spin): 132.88 kcal per mole
LUMO (spin up / spin down): 2.335 / 3.270 eV

CARTESIAN COORDINATES (ANGSTROEM)
C -1.51131 0.37969 -1.16412
C -0.28667 0.51725 0.70885
C 0.55120 -0.13290 -0.15676
N -1.47227 0.79251 0.03705
O 2.45854 -1.56077 0.52955
S 0.05140 0.96017 2.29324
S -0.21298 -0.59663 -1.63409
H -2.43476 0.48836 -1.64200
H 2.85685 -0.84769 1.02828

Cartesian forces (eV/Å) of the 3 atoms listed first:
C -0.85 -0.46 0.95
C -0.48 -0.05 -0.93
C 3.26 -1.85 -0.19

Here are the Mulliken charges for atoms 1 to 8, given in e:
1. C -0.11
2. C 0.00
3. C 0.06
4. N -0.51
5. O -0.63
6. S -0.37
7. S -0.15
8. H 0.45

[5]
The following is a quantum chemistry calculation of an isolated ion of composition C3H2NOS2 and charge -1, from the Open Molecules 2025 dataset.

Values from the calculation:
HOMO level: -3.59 eV
Charge: -1
Orbital gap: 6.7592 eV
Energy relative to the best compared isomer or geometry (same formula, charge and spin): 93.89 kcal per mole
Structure (SMILES): O=S1#CN=C([S-])C1
LUMO: 3.174 eV

CARTESIAN COORDINATES (ANGSTROEM)
O 1.27862 2.19846 -0.93652
S 0.96060 1.20347 0.20651
C -0.90178 1.30725 1.02151
N -1.36385 0.11498 1.02790
C -0.70241 -0.88087 0.39691
S -1.17182 -2.49694 0.57701
C 0.42986 -0.37828 -0.43982
H 1.17944 -1.12885 -0.42770
H 0.29132 0.06078 -1.42579

Cartesian forces (eV/Å) of the 3 atoms listed first:
O -0.79 -1.29 0.94
S 0.58 1.17 0.70
C 0.04 1.03 -0.07

Here are the Mulliken charges for atoms 1 to 8, given in e:
1. O -0.66
2. S 0.27
3. C -0.15
4. N -0.42
5. C 0.20
6. S -0.35
7. C -0.45
8. H 0.31

[6]
The following is a quantum chemistry calculation of C3H2NOS2 as an isolated structure, from the Open Molecules 2025 dataset.

Values from the calculation:
HOMO level: -4.06 eV
Charge: -1
Orbital gap: 7.4294 eV
Energy relative to the best compared isomer or geometry (same formula, charge and spin): 32.07 kcal per mole
LUMO: 3.366 eV

CARTESIAN COORDINATES (ANGSTROEM)
C -0.94166 1.07029 -0.35883
C 1.68511 -0.26349 0.16764
C -1.26183 -0.22549 0.11917
N -0.65807 2.14644 -0.63917
O 2.65433 0.20083 0.68804
S 0.10043 -0.31227 1.35997
S 1.55456 -1.31446 -1.07837
H -0.85076 -0.92676 -0.68300
H -2.28211 -0.37510 0.42455

Cartesian forces (eV/Å) of the 3 atoms listed first:
C -0.98 1.48 -0.51
C 0.07 -1.16 1.51
C 2.57 -1.25 -1.06

Here are the Mulliken charges for atoms 1 to 8, given in e:
1. C 0.36
2. C 0.40
3. C -0.42
4. N -0.50
5. O -0.53
6. S -0.25
7. S -0.51
8. H 0.13

[7]
The following is a quantum chemistry calculation of an isolated ion of composition C3H2NOS2 and charge -1, from the Open Molecules 2025 dataset.

Values from the calculation:
HOMO level (spin up / spin down): -1.17 / -4.27 eV
Spin multiplicity: 3
Charge: -1
Orbital gap (spin up / spin down): 4.6824 / 6.5608 eV
<S²>: 2.024
Energy relative to the best compared isomer or geometry (same formula, charge and spin): 19.91 kcal per mole
LUMO (spin up / spin down): 3.516 / 2.294 eV

CARTESIAN COORDINATES (ANGSTROEM)
C -0.80257 -1.56430 0.23177
C 0.38006 0.43127 0.00180
C -0.45205 1.41982 -0.22674
N 0.31030 -0.91967 0.13947
O -1.01904 2.38412 -0.59741
S 1.97965 1.16485 0.48527
S -2.40153 -1.01870 0.19256
H -0.67177 -2.63977 0.34691
H 2.67695 0.74239 -0.57363

Cartesian forces (eV/Å) of the 3 atoms listed first:
C -2.24 -0.81 -0.22
C 0.90 -1.32 0.91
C -2.26 -1.61 -0.93

Here are the Mulliken charges for atoms 1 to 8, given in e:
1. C -0.09
2. C 0.23
3. C 0.30
4. N -0.54
5. O -0.51
6. S -0.40
7. S -0.41
8. H 0.33

[8]
The following is a quantum chemistry calculation of an isolated ion of composition C3H2NOS3 and charge -1, from the Open Molecules 2025 dataset.

Values from the calculation:
HOMO level: -4.24 eV
Charge: -1
Orbital gap: 7.4995 eV
Energy relative to the best compared isomer or geometry (same formula, charge and spin): 8.86 kcal per mole
LUMO: 3.263 eV

CARTESIAN COORDINATES (ANGSTROEM)
C 1.39520 1.31012 0.69930
C -0.49709 2.60538 0.94476
C -0.15994 0.39713 -0.58546
N 0.81972 2.31349 1.24690
O 2.28798 0.52953 0.81671
S -1.18391 4.04035 1.60285
S -1.50013 1.48422 0.06027
S -0.29131 -1.23156 -0.16198
H 0.08984 0.60756 -1.57750
H 0.89844 -1.51376 0.37110

Cartesian forces (eV/Å) of the 3 atoms listed first:
C -1.47 -2.68 -0.15
C 0.68 1.75 1.76
C -0.08 3.04 2.63

Here are the Mulliken charges for atoms 1 to 8, given in e:
1. C 0.54
2. C 0.28
3. C -0.61
4. N -0.48
5. O -0.48
6. S -0.37
7. S -0.11
8. S -0.29

[9]
The following is a quantum chemistry calculation of C3H2NP in the gas phase, from the Open Molecules 2025 dataset.

Values from the calculation:
HOMO level (spin up / spin down): -8.88 / -8.47 eV
Orbital gap (spin up / spin down): 7.9577 / 6.3174 eV
Energy relative to the best compared isomer or geometry (same formula, charge and spin): 53.59 kcal per mole
LUMO (spin up / spin down): -0.920 / -2.154 eV

CARTESIAN COORDINATES (ANGSTROEM)
C 0.13314 1.98208 0.52205
C -0.04689 -0.71579 0.01444
C -0.17970 -1.76158 -0.60859
N 1.02140 2.68832 0.78706
P -0.98971 0.76669 -0.36000
H 0.56398 -0.41317 0.88980
H -0.50222 -2.54655 -1.24476

Cartesian forces (eV/Å) of the 3 atoms listed first:
C 0.40 -0.43 -0.92
C 0.77 4.84 3.27
C -0.18 -4.47 -2.05

Quick look at the Mulliken charges, all values in e:
1. C 0.19
2. C -0.08
3. C -0.54
4. N -0.36
5. P 0.12
6. H 0.29
7. H 0.39

[10]
The following is a quantum chemistry calculation of C3H2NiO3 as an isolated structure, from the Open Molecules 2025 dataset.

Values from the calculation:
HOMO level (spin up / spin down): -20.34 / -19.46 eV
Spin multiplicity: 3
Charge: +2
Orbital gap (spin up / spin down): 9.3615 / 5.6065 eV
<S²>: 2.079
Energy relative to the best compared isomer or geometry (same formula, charge and spin): 0.55 kcal per mole
LUMO (spin up / spin down): -10.979 / -13.852 eV

CARTESIAN COORDINATES (ANGSTROEM)
C -0.30214 0.76916 0.10451
C 0.31755 -0.37161 -0.47698
O -0.60476 -1.50945 -0.71359
C 0.11920 -1.93663 0.22615
O 0.35996 -2.75686 1.01324
O 0.19008 1.90784 -0.03445
H -1.20058 0.61277 0.72362
H 1.12009 -0.28615 -1.21122
Ni 0.00060 3.57093 0.36873

Cartesian forces (eV/Å) of the 3 atoms listed first:
C -0.68 -2.37 0.57
C -0.36 1.58 -0.96
O 0.68 0.62 0.09

Here are the Mulliken charges for atoms 1 to 8, given in e:
1. C -0.02
2. C 0.03
3. O -0.11
4. C 0.57
5. O -0.10
6. O -0.55
7. H 0.38
8. H 0.43

[11]
The following is a quantum chemistry calculation of C3H2O in the gas phase, from the Open Molecules 2025 dataset.

Values from the calculation:
HOMO level: -9.06 eV
Orbital gap: 8.3720 eV
Energy relative to the best compared isomer or geometry (same formula, charge and spin): 63.81 kcal per mole
Structure (SMILES): C#CC=O
LUMO: -0.689 eV

CARTESIAN COORDINATES (ANGSTROEM)
C 1.44982 -0.38404 0.29167
C 0.23928 -0.04494 0.04081
C -1.01817 0.29633 -0.21756
O -1.99450 0.81081 -0.60954
H 2.31700 0.17655 0.05877
H -0.99343 -0.85471 0.43586

Cartesian forces (eV/Å) of the 3 atoms listed first:
C -2.60 -0.23 0.10
C 3.02 1.47 -0.57
C 0.30 -2.64 1.25

Quick look at the Mulliken charges, all values in e:
1. C -0.67
2. C 0.32
3. C 0.37
4. O -0.40
5. H 0.26
6. H 0.12

[12]
The following is a quantum chemistry calculation of a 2-piece molecular cluster, C3H2O2S overall, from the Open Molecules 2025 dataset.

Values from the calculation:
HOMO level: -9.53 eV
Orbital gap: 10.0214 eV
Energy relative to the best compared isomer or geometry (same formula, charge and spin): 12.80 kcal per mole
Structure (SMILES): C=C=O.O=C=S
LUMO: 0.491 eV

CARTESIAN COORDINATES (ANGSTROEM)
C -0.10567 0.39836 0.69414
C -1.01180 -0.26428 1.38847
O -1.74040 -0.92211 2.04750
H -0.30607 1.34970 0.12109
H 0.88638 0.07746 0.83531
O -0.44435 0.01250 -2.07030
C 0.59187 -0.19075 -1.62458
S 2.13005 -0.46088 -1.39162

Cartesian forces (eV/Å) of the 3 atoms listed first:
C -1.69 1.51 0.27
C -0.97 -1.02 1.25
O 1.42 1.49 -1.62

Quick look at the Mulliken charges, all values in e:
1. C -1.19
2. C 0.88
3. O -0.38
4. H 0.32
5. H 0.33
6. O -0.29
7. C 0.62
8. S -0.30

[13]
The following is a quantum chemistry calculation of C3H2O2S3 in the gas phase, from the Open Molecules 2025 dataset.

Values from the calculation:
HOMO level: -9.33 eV
Orbital gap: 7.2435 eV
Energy relative to the best compared isomer or geometry (same formula, charge and spin): 30.39 kcal per mole
Structure (SMILES): OC(=S)C(=S)C(O)=S
LUMO: -2.083 eV

CARTESIAN COORDINATES (ANGSTROEM)
O 0.15354 1.81533 1.15371
C -0.67973 1.06644 0.30460
S -1.84805 1.54449 -0.76616
C -0.26679 -0.41930 0.33175
S -0.88599 -1.27846 1.60688
C 0.92218 -0.91266 -0.56853
O 1.04823 -2.25156 -0.71401
S 2.14093 0.05945 -1.12631
H -0.29749 2.65893 0.95345
H 0.31911 -2.78370 -0.30850

Cartesian forces (eV/Å) of the 3 atoms listed first:
O -3.15 -0.78 -2.36
C 1.72 -1.05 -0.59
S 1.29 -0.10 1.57

Here are the Mulliken charges for atoms 1 to 8, given in e:
1. O -0.35
2. C 0.07
3. S -0.17
4. C 0.06
5. S -0.15
6. C 0.49
7. O -0.41
8. S -0.21

[14]
The following is a quantum chemistry calculation of C3H2O2Sc as an isolated structure, from the Open Molecules 2025 dataset.

Values from the calculation:
HOMO level (spin up / spin down): -18.50 / -18.49 eV
Spin multiplicity: 2
Charge: +2
Orbital gap (spin up / spin down): 7.1627 / 6.9754 eV
<S²>: 0.756
Energy relative to the best compared isomer or geometry (same formula, charge and spin): 99.60 kcal per mole
LUMO (spin up / spin down): -11.333 / -11.514 eV

CARTESIAN COORDINATES (ANGSTROEM)
H 0.00154 -3.10532 0.06007
O 0.30724 1.87764 -0.30267
H 0.46597 2.80399 -0.07946
C -0.54508 -2.17187 -0.06065
C -0.21527 -0.91752 -0.14015
O -0.96707 0.29122 0.43806
C -0.89062 1.54215 0.09239
Sc 1.84329 -0.32028 -0.00758

Cartesian forces (eV/Å) of the 3 atoms listed first:
H -1.15 -0.61 -0.19
O 1.23 -1.20 -0.08
H -0.05 0.80 -0.52

Quick look at the Mulliken charges, all values in e:
1. H 0.32
2. O -0.30
3. H 0.42
4. C -0.05
5. C -0.11
6. O -0.05
7. C 0.23
8. Sc 1.56

[15]
The following is a quantum chemistry calculation of C3H2O3 in the gas phase, from the Open Molecules 2025 dataset.

Values from the calculation:
HOMO level (spin up / spin down): -9.30 / -9.30 eV
Orbital gap (spin up / spin down): 8.7170 / 8.7178 eV
Energy relative to the best compared isomer or geometry (same formula, charge and spin): 138.12 kcal per mole
Structure (SMILES): O=Cc1coo1
LUMO (spin up / spin down): -0.588 / -0.587 eV

CARTESIAN COORDINATES (ANGSTROEM)
O -1.68210 1.84131 -0.01964
C -0.56513 1.38603 0.00620
C -0.23221 0.00311 0.02882
C 1.00443 -0.99906 -0.01048
O 0.08341 -1.99938 -0.01810
O -1.01142 -1.16446 0.01494
H 0.34249 2.01971 0.01331
H 2.06054 -1.08726 -0.01506

Cartesian forces (eV/Å) of the 3 atoms listed first:
O -0.25 0.06 0.01
C 0.13 0.27 0.00
C 5.86 -5.22 -0.18

Quick look at the Mulliken charges, all values in e:
1. O -0.48
2. C -0.04
3. C 0.25
4. C -0.12
5. O -0.10
6. O -0.13
7. H 0.26
8. H 0.35